(1)
This record from OMol25 describes 2 unconnected molecules or ions with the total composition CH4N2O. The level of theory is wB97M-V/def2-TZVPD.

Properties
Highest occupied orbital energy (alpha / beta)   -0.319 / -0.256 Eh

XYZ file:
```
8
Properties=species:S:1:pos:R:3:lowdin_charge:R:1
C 0.6316 0.6655 -1.4110 -0.054
N -0.3559 -0.6796 1.0563 -0.158
N -0.4603 0.5624 1.3291 -0.074
O 1.0516 -0.4858 -1.3273 -0.073
H 0.6534 1.1810 -2.4250 0.057
H 0.5536 -1.0371 1.5810 0.155
H -0.8599 -1.2672 0.3099 0.133
H -1.2141 1.0609 0.8869 0.013
```



(2)
This record from OMol25 describes a molecular structure, C19H33Cl2N2O3SSn. The level of theory is wB97M-V/def2-TZVPD.

Properties
Charge   -1
Highest occupied orbital energy (alpha / beta)   -0.076 / -0.080 Eh

XYZ file:
```
61
Properties=species:S:1:pos:R:3:lowdin_charge:R:1
O 0.5366 2.3699 -1.3336 -0.226
C 1.8092 2.2254 -1.0509 -0.406
C 2.5484 2.1345 -2.3955 -0.175
C 2.2619 1.0712 -3.2395 -0.072
H 1.6111 0.2800 -2.8514 0.044
C 2.8145 1.0162 -4.5237 -0.091
H 2.5184 0.2101 -5.1970 0.094
C 3.6984 2.0268 -4.9316 -0.127
H 4.1190 2.0008 -5.9447 0.084
C 4.0177 3.0798 -4.0544 -0.113
H 4.6936 3.8824 -4.3818 0.087
C 3.4372 3.1340 -2.7791 -0.048
H 3.6623 3.9461 -2.0810 0.103
H 2.1558 3.1569 -0.5489 0.107
C 2.7691 1.7753 1.3686 -0.125
C 2.2857 1.0298 0.1431 -0.454
H 3.8418 2.0125 1.2715 0.089
H 2.6511 1.1524 2.2560 0.044
H 2.2219 2.7118 1.5521 0.070
C 3.1059 -0.0053 -0.3614 -0.298
C 4.2348 -0.6215 0.3624 -0.152
H 2.9884 -0.3064 -1.4068 0.058
H 5.1472 -0.0086 0.2965 0.077
H 4.4293 -1.6072 -0.0753 0.074
H 4.0109 -0.7975 1.4198 0.006
Sn 0.7093 -0.4255 0.7799 0.663
Cl 0.5302 -1.5092 -1.4450 0.032
Cl 1.8430 -1.6988 2.4797 -0.018
H -2.0980 2.0839 -4.4478 0.075
H -3.1698 -0.0210 -3.5995 0.077
C -1.1891 1.8244 -3.8778 -0.071
C -2.2454 -0.2558 -3.0528 -0.090
N -1.5204 0.9669 -2.7598 -0.193
H -0.7225 2.7330 -3.4806 0.083
C -1.5642 1.4812 -1.4981 -0.367
O -1.6542 0.7768 -0.4799 -0.154
H -2.4830 -0.7526 -2.1114 0.070
H -1.5885 2.5871 -1.4445 0.125
H -0.4836 1.3196 -4.5549 0.084
H -1.6281 -0.9182 -3.6693 0.071
H -2.0255 2.1914 4.5708 0.095
H -3.0279 4.2382 3.0260 0.088
C -1.0746 2.6370 4.2408 -0.034
C -1.9795 4.3866 2.7171 -0.047
N -1.2080 3.1524 2.8751 -0.177
H -0.2935 1.8733 4.2426 0.085
C -0.7406 2.4178 1.8643 -0.233
O -0.0958 1.3496 2.1015 -0.211
H -1.9472 4.6969 1.6678 0.091
H -0.9287 2.7718 0.8329 0.136
H -0.8114 3.4675 4.9055 0.084
H -1.5437 5.1731 3.3537 0.085
C -1.4347 -3.2394 0.8931 -0.401
S -1.6843 -1.5153 1.4370 0.674
C -1.4879 -1.7976 3.2256 -0.406
H -1.3683 -3.2616 -0.2015 0.005
H -2.3518 -3.7435 1.2327 0.027
H -0.5475 -3.7131 1.3364 0.039
H -2.5241 -1.9411 3.5476 0.020
H -0.8748 -2.6789 3.4388 0.025
H -1.0623 -0.9078 3.6999 0.019
```



Total energy? In order: -225.07147; -2611.86872 a.u..
Energy above the lowest of the compared OMol25 structures with the same formula, charge and spin? In order: 138.4; 0.0 kcal per mole.
Strongest force on any atom? In order: 4.5; 4.8 eV Å⁻¹.